DFT (the ωB97M-V functional and the def2-TZVPD basis) results for a molecular structure, Cl12K4MgN2O54.

max |F|	6.85	eV Å⁻¹
net charge	-8
LUMO	6.5	eV
orbital gap	4.761	eV

The geometry in XYZ format:
```
73
Properties=species:S:1:pos:R:3:mulliken_charge:R:1
K 2.01 15.71 14.81 0.948
K 19.58 8.07 22.86 0.960
K 9.83 1.21 24.32 0.959
K 17.46 12.97 17.67 0.935
Mg 8.38 8.97 26.04 1.039
Cl 3.76 12.20 23.38 1.573
O 3.67 10.79 22.99 -0.638
O 3.18 12.46 24.74 -0.664
O 5.09 12.68 23.24 -0.605
O 3.02 12.96 22.38 -0.662
Cl 16.18 15.75 16.87 1.470
O 15.28 15.06 17.74 -0.572
O 16.50 14.93 15.70 -0.607
O 15.55 16.94 16.47 -0.643
O 17.44 15.98 17.58 -0.626
Cl 18.49 11.06 25.63 1.596
O 17.27 11.56 25.00 -0.613
O 19.37 12.14 25.96 -0.632
O 18.15 10.31 26.81 -0.648
O 19.16 10.16 24.64 -0.708
Cl 16.38 9.79 17.57 1.749
O 17.49 8.96 17.21 -0.632
O 16.25 10.83 16.57 -0.721
O 15.16 9.01 17.68 -0.625
O 16.84 10.41 18.82 -0.726
Cl 16.22 14.05 6.57 1.574
O 15.24 13.35 7.40 -0.640
O 15.51 14.76 5.55 -0.645
O 16.93 14.96 7.46 -0.640
O 17.10 13.08 5.97 -0.649
Cl 9.88 23.56 15.91 1.577
O 10.27 24.88 15.45 -0.672
O 10.29 22.66 14.84 -0.641
O 10.52 23.14 17.12 -0.626
O 8.45 23.52 16.06 -0.637
Cl 8.39 5.68 5.26 1.589
O 8.71 6.90 4.56 -0.652
O 7.43 4.93 4.48 -0.663
O 9.65 5.01 5.46 -0.640
O 7.81 5.97 6.54 -0.635
Cl 21.43 6.11 20.80 1.781
O 20.84 7.36 20.45 -0.687
O 21.27 5.22 19.71 -0.681
O 22.82 6.33 21.08 -0.680
O 20.91 5.53 21.92 -0.690
Cl -1.33 14.65 15.66 1.652
O -1.68 15.25 16.95 -0.615
O -2.48 14.37 14.79 -0.673
O -0.46 15.54 14.91 -0.717
O -0.70 13.39 15.90 -0.634
Cl 7.26 5.65 27.08 1.650
O 7.69 4.41 26.34 -0.674
O 7.98 5.66 28.34 -0.665
O 7.73 6.80 26.28 -0.735
O 5.89 5.61 27.15 -0.573
Cl 5.05 16.35 13.33 1.711
O 5.34 16.09 11.92 -0.629
O 6.12 17.09 14.00 -0.604
O 3.79 17.10 13.49 -0.759
O 4.94 15.08 14.00 -0.681
Cl 10.88 0.40 21.33 1.685
O 11.67 1.29 22.16 -0.692
O 9.52 0.44 21.80 -0.723
O 11.06 0.79 19.92 -0.613
O 11.40 -0.96 21.48 -0.628
N 10.35 8.48 24.47 1.463
O 9.27 9.06 24.04 -0.662
O 10.31 8.27 25.71 -0.706
O 11.28 8.23 23.70 -0.578
N 7.59 11.05 27.35 1.391
O 8.39 11.29 26.41 -0.658
O 7.40 9.81 27.66 -0.692
O 6.97 11.89 27.93 -0.593
```

---

DFT (the ωB97M-V functional and the def2-TZVPD basis) results for a molecular structure, Cl13O52Pb2.

max |F|	15.02	eV Å⁻¹
net charge	-9
LUMO	14.2	eV
orbital gap	4.712	eV

The geometry in XYZ format:
```
67
Properties=species:S:1:pos:R:3:mulliken_charge:R:1
Pb -0.99 0.83 4.05 1.850
Pb 0.81 1.21 -2.18 2.181
Cl -0.32 -3.17 4.86 1.518
O -0.77 -1.82 4.72 -0.673
O 0.65 -3.21 6.00 -0.727
O -1.44 -3.98 5.27 -0.712
O -0.02 -3.86 3.60 -0.454
Cl -3.33 -4.41 -4.21 1.554
O -2.10 -3.97 -4.84 -0.578
O -3.39 -5.73 -3.79 -0.635
O -3.60 -3.60 -3.02 -0.602
O -4.34 -4.04 -5.18 -0.734
Cl -4.37 1.29 3.35 1.478
O -3.53 2.24 4.01 -0.644
O -5.75 1.73 2.99 -0.727
O -3.69 1.19 2.04 -0.513
O -4.41 0.08 4.15 -0.588
Cl -0.95 0.85 -6.07 1.563
O -2.15 0.16 -6.29 -0.637
O -1.07 2.17 -6.71 -0.697
O -0.56 1.07 -4.63 -0.608
O 0.05 -0.10 -6.58 -0.639
Cl 1.95 -4.83 0.07 1.571
O 0.51 -4.71 -0.23 -0.524
O 2.31 -4.79 1.52 -0.704
O 2.50 -6.06 -0.34 -0.792
O 2.70 -3.90 -0.62 -0.528
Cl 4.88 1.17 -1.14 1.706
O 3.56 1.27 -1.65 -0.675
O 5.08 -0.10 -0.52 -0.656
O 5.58 1.24 -2.31 -0.740
O 5.24 2.26 -0.28 -0.678
Cl 0.27 -0.39 0.73 1.423
O -0.56 -0.67 1.80 -0.523
O -0.25 -0.98 -0.51 -0.610
O 0.40 0.98 0.71 -0.669
O 1.68 -0.87 1.01 -0.582
Cl -3.43 -4.13 1.57 1.631
O -3.27 -2.93 0.86 -0.509
O -4.59 -4.73 0.96 -0.811
O -2.40 -5.10 1.56 -0.620
O -3.65 -3.87 2.93 -0.677
Cl 2.82 -2.00 -4.26 1.636
O 3.66 -3.05 -3.77 -0.692
O 3.54 -1.27 -5.25 -0.726
O 1.55 -2.44 -4.61 -0.561
O 2.66 -1.10 -3.17 -0.687
Cl 3.02 1.63 4.72 1.598
O 1.67 1.23 4.60 -0.630
O 3.61 1.63 3.45 -0.599
O 2.97 2.77 5.32 -0.593
O 4.00 0.88 5.56 -0.794
Cl -0.31 4.70 3.22 1.611
O -0.10 5.64 2.28 -0.661
O 0.55 4.77 4.30 -0.667
O -1.61 4.85 3.83 -0.774
O -0.32 3.50 2.46 -0.422
Cl -2.24 3.63 -1.93 1.695
O -3.64 3.68 -2.14 -0.786
O -2.06 4.37 -0.68 -0.665
O -1.95 2.28 -1.67 -0.637
O -1.47 4.15 -2.94 -0.604
Cl 2.11 5.20 -1.36 1.631
O 3.42 5.56 -0.92 -0.709
O 1.33 6.24 -0.83 -0.713
O 1.92 5.42 -2.73 -0.803
O 1.63 3.88 -1.15 -0.460
```

---

DFT (the ωB97M-V functional and the def2-TZVPD basis) results for a gas-phase ion, Cl2FH2P2 (charge +1).

max |F|	4.86	eV Å⁻¹
energy relative to the best compared isomer or geometry (same formula, charge and spin)	0.440	eV
net charge	+1
LUMO	-6.2	eV
orbital gap	10.578	eV

The geometry in XYZ format:
```
7
Properties=species:S:1:pos:R:3:mulliken_charge:R:1
F 0.82 0.16 -1.64 -0.251
P -1.50 0.80 -0.01 0.041
P 0.63 0.07 0.08 0.852
Cl 2.16 1.21 0.72 -0.046
Cl 1.06 -1.77 0.56 0.014
H -1.60 -0.10 1.21 0.190
H -1.58 -0.37 -0.92 0.200
```

---

DFT (the ωB97M-V functional and the def2-TZVPD basis) results for a gas-phase ion, Cl2FHOP (charge +1).

max |F|	7.42	eV Å⁻¹
energy relative to the best compared isomer or geometry (same formula, charge and spin)	1.715	eV
net charge	+1
LUMO	-6.4	eV
orbital gap	11.006	eV

The geometry in XYZ format:
```
6
Properties=species:S:1:pos:R:3:mulliken_charge:R:1
O 0.66 -1.30 0.29 -0.467
F -1.57 0.20 0.06 -0.147
P -0.02 0.43 -0.25 1.089
Cl 0.19 0.65 -2.12 0.090
Cl 0.73 1.66 1.08 0.067
H 0.01 -1.64 0.95 0.368
```

---

DFT (the ωB97M-V functional and the def2-TZVPD basis) results for 2 unconnected molecules or ions with the total composition Cl2FHSi.

max |F|	3.37	eV Å⁻¹
energy relative to the best compared isomer or geometry (same formula, charge and spin)	2.338	eV
LUMO	-0.7	eV
orbital gap	9.689	eV

The geometry in XYZ format:
```
5
Properties=species:S:1:pos:R:3:mulliken_charge:R:1
F -1.62 -1.12 1.26 -0.209
Si -1.97 -0.97 -0.34 0.411
Cl 2.84 0.83 0.12 -0.211
Cl -2.23 1.10 -0.19 -0.203
H 2.97 0.16 -0.86 0.211
```

---

DFT (the ωB97M-V functional and the def2-TZVPD basis) results for a molecular structure, Cl2FO8Sr.

max |F|	8.21	eV Å⁻¹
energy relative to the best compared isomer or geometry (same formula, charge and spin)	8.927	eV
net charge	-1
LUMO	-3.7	eV
orbital gap	1.598	eV

The geometry in XYZ format:
```
12
Properties=species:S:1:pos:R:3:mulliken_charge:R:1
Sr 0.22 -1.61 4.83 1.556
F -1.98 -1.81 1.17 -0.689
Cl 5.02 -3.53 -0.60 1.527
O 4.58 -4.65 -1.45 -0.636
O 5.70 -4.22 0.50 -0.673
O 5.82 -2.56 -1.18 -0.562
O 3.76 -3.06 -0.03 -0.639
Cl -4.67 4.34 -0.59 1.462
O -4.04 3.09 -1.18 -0.608
O -5.93 3.70 -0.24 -0.565
O -3.69 4.99 0.37 -0.606
O -4.80 5.31 -1.59 -0.568
```